Run A
The following is a DFT calculation (the ωB97M-V functional and the def2-TZVPD basis) of a molecular structure, C21H35BCdO2P2.

- Kohn-Sham gap (spin up / spin down): 5.22 / 3.38 eV

Each line ends with the natural charge from an NBO analysis.
CARTESIAN COORDINATES (ANGSTROEM)
P: 0.2899 -1.7716 -2.9713  1.55
P: 0.3780 1.8675 -2.1678  1.47
C: 0.5671 -0.3480 -4.0836  -0.72
C: 1.1496 0.9506 -3.5264  -0.76
H: -0.3278 -0.1214 -4.6876  0.27
H: 1.3047 -0.6847 -4.8370  0.24
H: 2.1806 0.8290 -3.1807  0.25
H: 1.1997 1.7174 -4.3068  0.25
C: -0.3638 3.3397 -2.9969  -0.94
H: -0.7688 4.0337 -2.2419  0.26
H: -1.1796 3.0008 -3.6606  0.25
H: 0.4026 3.8513 -3.6030  0.24
C: 1.5431 2.6468 -0.9763  -1.01
H: 1.9915 3.5537 -1.4430  0.26
H: 2.3822 1.9543 -0.7570  0.27
H: 1.0320 2.9625 -0.0454  0.29
C: -0.9745 -2.7537 -3.9127  -0.95
H: -1.3492 -3.6388 -3.3633  0.25
H: -0.5212 -3.1816 -4.8198  0.22
H: -1.8267 -2.0946 -4.1560  0.27
C: 1.8187 -2.7628 -3.2399  -1.01
H: 2.7069 -2.1156 -3.3451  0.25
H: 1.7362 -3.3289 -4.1800  0.25
H: 2.0057 -3.4991 -2.4426  0.26
Cd: 2.6515 1.0214 1.5971  0.08
C: -1.3090 0.8875 -1.8015  -0.38
C: -1.9232 -0.1793 -2.5895  -0.65
C: -3.2018 -0.7797 -2.0507  -0.41
C: -2.9084 -1.7569 -0.9069  -0.49
C: -1.7276 -2.5027 -1.2843  -0.02
C: -0.3376 -2.0382 -1.2394  -0.57
C: 0.0589 -0.7765 -0.3855  -0.42
C: -0.9676 0.3679 -0.3396  -0.45
C: 2.2354 -0.6034 3.1728  -1.19
H: -2.0120 1.7316 -1.6969  0.18
H: -2.0077 0.0642 -3.6536  0.17
H: -3.8023 -1.2530 -2.8751  0.21
H: -3.9727 -0.0536 -1.7657  0.18
H: -2.7850 -1.3429 0.1124  0.21
H: -3.8125 -2.3790 -0.9069  0.22
H: -1.9958 -3.4968 -1.6873  0.18
H: 0.2452 -2.8930 -0.8128  0.24
H: 1.0315 -0.4143 -0.7834  0.19
H: 0.2713 -1.1153 0.6536  0.25
H: -1.8558 0.0137 0.2140  0.23
H: -0.5479 1.1583 0.3289  0.23
H: 3.1226 -1.1421 2.6723  0.27
H: 1.2939 -1.1301 2.8842  0.24
H: 2.5069 -0.9535 4.2417  0.26
O: 0.0930 0.5832 4.1040  -0.69
B: 1.4807 0.8259 3.6761  0.59
O: 2.1013 1.7079 4.6590  -0.69
C: 1.3169 1.5291 5.7586  0.24
C: 1.5339 1.9453 7.0482  -0.27
C: 0.5819 1.6458 8.0244  -0.23
C: -0.5281 0.8541 7.7415  -0.24
C: -0.7093 0.3777 6.4394  -0.26
C: 0.1622 0.7900 5.4463  0.23
H: 2.4320 2.5009 7.2704  0.22
H: 0.7100 2.0544 9.0190  0.21
H: -1.2718 0.6154 8.5007  0.21
H: -1.5302 -0.2706 6.1588  0.21

=====

Run B
The following is a DFT calculation (the ωB97M-V functional and the def2-TZVPD basis) of a molecular structure, C21H35BCdO2P2.

- Kohn-Sham gap (spin up / spin down): 4.50 / 4.50 eV

Each line ends with the natural charge from an NBO analysis.
CARTESIAN COORDINATES (ANGSTROEM)
P: -0.7917 0.5833 -4.3202  0.61
P: 1.7938 -1.2002 -3.9084  0.62
C: 0.0545 -0.0061 -5.8708  -0.73
C: 1.1893 -1.0192 -5.6546  -0.72
H: 0.4302 0.8721 -6.4164  0.24
H: -0.7478 -0.4344 -6.4827  0.24
H: 0.8706 -2.0227 -5.9657  0.23
H: 2.0721 -0.7461 -6.2432  0.23
C: 3.0527 0.1325 -3.7993  -0.94
H: 3.6623 -0.0188 -2.8970  0.25
H: 2.5836 1.1242 -3.7397  0.25
H: 3.6964 0.1033 -4.6887  0.23
C: 2.7461 -2.7502 -3.9313  -0.95
H: 3.8177 -2.5084 -3.9200  0.24
H: 2.5144 -3.3304 -4.8341  0.24
H: 2.5021 -3.3545 -3.0493  0.27
C: -0.5594 2.3978 -4.4690  -0.94
H: -0.9023 2.9026 -3.5569  0.26
H: -1.1261 2.7924 -5.3227  0.23
H: 0.5026 2.6436 -4.6071  0.25
C: -2.5866 0.3375 -4.6093  -0.94
H: -2.8526 -0.7280 -4.5468  0.25
H: -2.8863 0.7159 -5.5978  0.23
H: -3.1519 0.8812 -3.8383  0.25
Cd: 0.0474 -0.6206 -2.5927  0.55
C: 2.5733 3.7215 -2.4072  -0.20
C: 2.3596 4.4195 -3.5346  -0.19
C: 1.5199 5.6436 -3.7275  -0.43
C: 0.7737 6.2004 -2.4838  -0.45
C: -0.5003 5.4894 -2.1557  -0.21
C: -0.6725 4.3102 -1.5456  -0.18
C: 0.3526 3.2906 -1.1558  -0.44
C: 1.8272 3.7675 -1.1087  -0.46
C: -2.2211 -1.9470 -1.3047  -1.04
H: 3.4233 3.0250 -2.3960  0.20
H: 2.9235 4.1295 -4.4329  0.20
H: 0.7952 5.4831 -4.5431  0.21
H: 2.1837 6.4445 -4.1000  0.22
H: 1.4619 6.2856 -1.6324  0.22
H: 0.4789 7.2329 -2.7410  0.21
H: -1.3984 6.0465 -2.4589  0.20
H: -1.6971 3.9913 -1.3343  0.21
H: 0.2880 2.4023 -1.8093  0.22
H: 0.0761 2.9116 -0.1577  0.23
H: 1.8868 4.7547 -0.6384  0.21
H: 2.3428 3.0813 -0.4149  0.22
H: -2.1712 -2.6322 -2.1610  0.23
H: -2.4869 -0.9385 -1.6520  0.23
H: -3.0444 -2.2837 -0.6573  0.21
O: -0.3230 -0.9233 0.2488  -0.68
B: -0.9057 -2.0010 -0.4773  0.95
O: -0.4304 -3.2385 0.0311  -0.69
C: 0.2865 -2.9224 1.1542  0.30
C: 0.6298 -3.7509 2.2001  -0.29
C: 1.0163 -3.1522 3.4033  -0.23
C: 1.1324 -1.7653 3.5189  -0.23
C: 0.8244 -0.9207 2.4400  -0.26
C: 0.3710 -1.5136 1.2816  0.22
H: 0.5708 -4.8324 2.0874  0.22
H: 1.2423 -3.7844 4.2619  0.21
H: 1.4693 -1.3188 4.4530  0.21
H: 0.9149 0.1622 2.4946  0.22

=====

Run C
The following is a DFT calculation (the ωB97M-V functional and the def2-TZVPD basis) of a molecular structure, C21H35BCdO2P2.

- Kohn-Sham gap: 4.95 eV

Each line ends with the natural charge from an NBO analysis.
CARTESIAN COORDINATES (ANGSTROEM)
P: 1.3383 -0.5927 -4.1118  0.63
P: 1.4788 2.4221 -3.5033  0.64
C: 1.9462 0.5334 -5.4903  -0.71
C: 2.4196 1.9160 -5.0389  -0.70
H: 1.0986 0.6912 -6.1775  0.23
H: 2.7246 -0.0328 -6.0151  0.23
H: 3.4887 1.9543 -4.7897  0.24
H: 2.2667 2.6848 -5.8128  0.23
C: -0.2318 2.7888 -4.0637  -0.96
H: -0.7325 3.2671 -3.2076  0.25
H: -0.7980 1.8661 -4.2813  0.25
H: -0.2775 3.4905 -4.9136  0.23
C: 2.3073 3.9772 -3.0943  -0.97
H: 1.6544 4.8387 -3.2848  0.24
H: 3.2286 4.0915 -3.6903  0.24
H: 2.5510 3.9517 -2.0202  0.26
C: 0.0897 -1.4230 -5.1563  -0.94
H: -0.5309 -2.1067 -4.5705  0.26
H: 0.6328 -1.9965 -5.9197  0.22
H: -0.5697 -0.7033 -5.6549  0.23
C: 2.4322 -2.0413 -3.8542  -0.95
H: 3.3650 -1.7748 -3.3393  0.26
H: 2.6438 -2.5021 -4.8269  0.22
H: 1.8861 -2.7607 -3.2233  0.25
Cd: 1.5067 0.5900 -2.1192  0.53
C: -3.1670 0.5790 -3.9439  -0.21
C: -3.0905 0.0799 -5.1929  -0.17
C: -3.6704 -1.1806 -5.7442  -0.44
C: -4.2696 -2.0866 -4.6382  -0.45
C: -3.1633 -2.9056 -4.0548  -0.18
C: -2.3231 -2.5702 -3.0622  -0.21
C: -2.2028 -1.2650 -2.3526  -0.43
C: -3.2659 -0.1446 -2.6168  -0.46
C: 3.1366 -0.8895 -0.0065  -1.04
H: -3.0168 1.6698 -3.8204  0.20
H: -2.5949 0.7197 -5.9291  0.19
H: -2.8954 -1.7297 -6.3094  0.21
H: -4.4283 -0.9509 -6.5065  0.22
H: -4.7496 -1.4747 -3.8767  0.22
H: -5.0340 -2.7377 -5.0762  0.22
H: -3.0336 -3.8772 -4.5605  0.20
H: -1.6032 -3.3173 -2.6943  0.21
H: -1.2033 -0.8071 -2.5146  0.21
H: -2.1692 -1.4902 -1.2694  0.23
H: -4.2747 -0.5069 -2.3690  0.21
H: -3.0534 0.6203 -1.8501  0.22
H: 3.9893 -0.4295 -0.5203  0.24
H: 2.6503 -1.6216 -0.6648  0.23
H: 3.5471 -1.4181 0.8698  0.20
O: 0.7882 0.2010 0.6603  -0.70
B: 2.2002 0.2470 0.4861  0.97
O: 2.7624 1.2163 1.3617  -0.68
C: 1.7370 1.6224 2.1676  0.25
C: 1.8592 2.1392 3.4372  -0.26
C: 0.7094 2.1864 4.2336  -0.23
C: -0.4945 1.6317 3.7935  -0.23
C: -0.5880 0.9952 2.5445  -0.25
C: 0.5249 1.0276 1.7314  0.23
H: 2.8408 2.4314 3.8089  0.22
H: 0.7797 2.6591 5.2096  0.21
H: -1.3742 1.6627 4.4337  0.21
H: -1.4755 0.4546 2.2222  0.22

=====

Which is the most stable structure? run C is the most stable.

=====

Run A
The following is a DFT calculation (the ωB97M-V functional and the def2-TZVPD basis) of a gas-phase ion, C3H4NO (charge +1).

- Kohn-Sham gap (spin up / spin down): 8.05 / 8.71 eV
- Net charge: +1

Each line ends with the natural charge from an NBO analysis.
CARTESIAN COORDINATES (ANGSTROEM)
C: 0.7477 1.0806 -0.6958  0.04
C: 1.4436 -0.0362 -0.8278  0.47
O: 1.0453 -1.0782 -0.0823  -0.44
C: -0.0209 -0.5083 0.7397  0.08
N: -0.5245 0.5019 -0.2924  -0.61
H: 0.3666 0.0943 1.6187  0.27
H: -0.8216 -1.3376 0.7115  0.26
H: -1.1936 1.1969 0.0488  0.46
H: -1.0427 0.0866 -1.2203  0.47

=====

Run B
The following is a DFT calculation (the ωB97M-V functional and the def2-TZVPD basis) of a molecular structure, C3H4NO.

- Kohn-Sham gap: 9.10 eV
- Net charge: +1

Each line ends with the natural charge from an NBO analysis.
CARTESIAN COORDINATES (ANGSTROEM)
C: -0.6147 -1.0386 0.4074  0.63
C: -0.9385 0.4292 -0.0483  -0.43
C: 0.7078 0.3217 -0.2217  -0.11
N: 0.2816 -1.7345 0.7453  -0.03
O: 1.2707 -0.9908 0.3534  -0.21
H: -1.5935 0.4453 -0.9523  0.31
H: -1.2621 1.1840 0.7479  0.31
H: 0.8432 0.2589 -1.2727  0.25
H: 1.3056 1.1248 0.2411  0.28

=====

Run C
The following is a DFT calculation (the ωB97M-V functional and the def2-TZVPD basis) of a gas-phase ion, C3H4NO (charge +1).

- Kohn-Sham gap: 9.47 eV
- Net charge: +1

Each line ends with the natural charge from an NBO analysis.
CARTESIAN COORDINATES (ANGSTROEM)
C: -0.4344 0.5883 1.2080  0.09
N: 0.1593 0.7738 0.1130  -0.38
C: 0.3836 -0.2473 -1.1209  -0.36
C: 0.0885 -1.4908 -0.8832  0.72
O: -0.1292 -2.6139 -0.7402  -0.30
H: -0.5110 1.4024 1.9820  0.25
H: -0.9242 -0.2696 1.6008  0.24
H: 0.6585 1.5847 -0.2396  0.46
H: 0.7091 0.2723 -1.9199  0.27

=====

Run D
The following is a DFT calculation (the ωB97M-V functional and the def2-TZVPD basis) of a molecular structure, C3H4NO.

- Kohn-Sham gap: 11.08 eV
- Net charge: +1

Each line ends with the natural charge from an NBO analysis.
CARTESIAN COORDINATES (ANGSTROEM)
C: 0.0249 1.5507 1.3109  0.78
C: 0.7347 0.3368 0.0534  -0.13
C: -0.7722 0.0837 0.2903  -0.07
N: 1.2001 1.6719 1.1461  -0.24
O: -1.1760 1.2584 1.1538  -0.37
H: 1.2811 -0.5178 0.3135  0.26
H: 0.9985 0.8680 -0.8619  0.27
H: -1.3142 0.0248 -0.6744  0.27
H: -0.8559 -0.6587 0.9698  0.23

=====

Which is the most stable structure? run C is the most stable.

=====

Run A
The following is a DFT calculation (the ωB97M-V functional and the def2-TZVPD basis) of a gas-phase ion, C3H4NO (charge +1).

- Kohn-Sham gap: 7.58 eV
- Net charge: +1

Each line ends with the natural charge from an NBO analysis.
CARTESIAN COORDINATES (ANGSTROEM)
C: 0.2741 1.2344 0.0241  0.15
C: 1.5803 0.4404 -0.1016  0.29
C: -0.1959 -0.9518 -0.0329  0.02
N: -0.6736 0.3721 -0.0323  -0.41
O: 1.2200 -0.7472 0.0533  -0.37
H: 0.4042 2.3432 0.1338  0.30
H: -0.4821 -1.6996 0.8201  0.28
H: -0.4348 -1.4281 -0.9480  0.26
H: -1.6921 0.4365 0.0837  0.48

=====

Run B
The following is a DFT calculation (the ωB97M-V functional and the def2-TZVPD basis) of 2 unconnected molecules or ions with the total composition C3H4NO.

- Kohn-Sham gap: 7.84 eV
- Net charge: +1

Each line ends with the natural charge from an NBO analysis.
CARTESIAN COORDINATES (ANGSTROEM)
C: 0.0237 -0.4869 0.7103  -0.75
C: -0.8210 0.6917 -1.5918  0.79
C: 0.1102 -1.2503 1.9370  0.24
N: 0.1883 -1.8399 2.9061  -0.21
O: -1.8491 0.4103 -1.9196  -0.15
H: 0.3745 -1.1276 -0.1008  0.25
H: 0.1578 1.1397 -1.4990  0.33
H: 0.6556 0.3940 0.8230  0.26
H: -1.0273 -0.2118 0.6000  0.24

=====

Run C
The following is a DFT calculation (the ωB97M-V functional and the def2-TZVPD basis) of a gas-phase ion, C3H4NO (charge +1).

- Kohn-Sham gap: 11.36 eV
- Net charge: +1

Each line ends with the natural charge from an NBO analysis.
CARTESIAN COORDINATES (ANGSTROEM)
C: 0.9178 -0.9706 0.0114  0.87
C: -0.4996 -0.0582 0.7636  -0.17
C: 0.1326 0.5548 -0.7359  -0.13
N: 0.4105 -1.2916 1.0345  -0.29
O: 1.1901 -0.3969 -1.0181  -0.35
H: -0.3119 0.5694 1.5099  0.23
H: -1.6549 -0.3742 0.6637  0.28
H: -0.8533 0.3880 -1.3497  0.27
H: 0.6687 1.5794 -0.8795  0.29

=====

Which is the most stable structure? run B is the most stable.